[1]
Here is 2 unconnected molecules or ions with the total composition C3H3N2O2 at a distorted geometry from the Open Molecules 2025 dataset. Energies are from ωB97M-V/def2-TZVPD.

- HOMO level (spin up / spin down) (Eh) = -0.051 / -0.179
- gap between HOMO and LUMO (spin up / spin down) (eV) = 5.29 / 5.69
- charge = -1
- multiplicity = 3
- LUMO level (spin up / spin down) (eV) = 3.9009 / 0.8182

Cartesian coordinates (Å):
C: 2.648 1.219 -0.770
C: 1.883 0.374 -0.352
C: -0.141 -1.042 0.419
N: -1.113 -0.895 -0.387
N: -2.088 -0.056 0.017
O: -2.233 0.172 1.228
O: -2.777 0.403 -0.884
H: 3.249 2.123 -0.860
H: 0.109 -0.404 1.272
H: 0.462 -1.895 0.315

Mulliken population analysis, charges in e, atoms 1 to 5: C -0.137; C -0.320; C -0.772; N -0.446; N 0.971



[2]
Here is 2 unconnected molecules or ions with the total composition C7H16N2 from the Open Molecules 2025 dataset. Energies are from ωB97M-V/def2-TZVPD.

- HOMO level (spin up / spin down) (Eh) = -0.251 / -0.258
- gap between HOMO and LUMO (spin up / spin down) (eV) = 7.28 / 7.50
- LUMO level (spin up / spin down) (eV) = 0.4559 / 0.4702

Cartesian coordinates (Å):
C: -1.015 -0.028 0.037
C: 1.353 -1.383 0.467
C: -1.133 0.395 -1.414
C: -1.389 1.053 1.032
C: -1.852 -1.285 0.290
C: 2.077 2.280 0.023
C: 1.500 0.915 0.102
N: 1.681 -2.356 -0.517
N: 2.042 -0.159 0.356
H: 1.343 -3.280 -0.290
H: 1.396 -2.087 -1.450
H: 1.429 -1.807 1.471
H: 0.221 -0.860 0.337
H: -0.661 -0.328 -2.085
H: -2.193 0.458 -1.712
H: -0.668 1.364 -1.593
H: -1.073 0.793 2.046
H: -0.939 2.012 0.778
H: -2.483 1.185 1.064
H: -2.916 -1.068 0.116
H: -1.572 -2.105 -0.377
H: -1.754 -1.638 1.320
H: 3.158 2.298 0.198
H: 1.863 2.711 -0.958
H: 1.585 2.920 0.759

Mulliken population analysis, charges in e, atoms 1 to 5: C 1.360; C -0.396; C -1.442; C -1.509; C -1.652



[3]
Here is a molecular structure, C49H46N15OP2SV at a distorted geometry from the Open Molecules 2025 dataset. Energies are from ωB97M-V/def2-TZVPD.

- HOMO level (spin up / spin down) (Eh) = -0.104 / -0.104
- gap between HOMO and LUMO (spin up / spin down) (eV) = 4.15 / 4.24
- charge = -1
- multiplicity = 4
- LUMO level (spin up / spin down) (eV) = 1.3272 / 1.4170

Cartesian coordinates (Å):
V: -2.750 -0.490 -0.194
N: -1.656 -2.303 2.993
C: -0.734 -1.275 3.069
N: -0.062 -1.116 4.216
N: 0.717 -0.095 4.044
N: 0.537 0.355 2.848
N: -0.356 -0.378 2.141
C: -2.812 -2.385 2.229
N: -3.565 -3.477 2.303
N: -4.593 -3.252 1.484
N: -4.481 -2.096 0.937
N: -3.357 -1.496 1.378
H: -1.693 -2.852 3.836
N: -3.892 -0.379 -4.146
C: -2.780 -1.115 -4.482
C: -2.389 -1.684 -5.685
C: -1.239 -2.453 -5.672
C: -0.506 -2.629 -4.496
C: -0.881 -2.030 -3.307
C: -2.042 -1.257 -3.295
N: -2.679 -0.582 -2.273
C: -3.812 -0.112 -2.803
C: -4.832 0.367 -1.939
C: -6.087 0.856 -2.181
S: -6.863 1.216 -0.689
C: -5.461 0.693 0.159
N: -4.495 0.278 -0.605
H: -4.634 -0.093 -4.758
H: -2.971 -1.541 -6.586
H: -0.912 -2.934 -6.584
H: 0.379 -3.252 -4.516
H: -0.333 -2.193 -2.389
H: -6.595 0.981 -3.121
H: -5.415 0.720 1.235
N: 3.421 0.928 -0.884
P: 2.435 -0.036 0.260
C: 2.650 1.011 1.684
C: 1.378 1.521 2.347
C: 1.684 2.391 3.524
C: 2.935 2.548 4.009
C: 4.071 1.948 3.416
C: 3.892 1.207 2.265
C: 3.658 -1.359 0.635
C: 3.450 -2.069 1.820
C: 4.266 -3.128 2.171
C: 5.311 -3.512 1.339
C: 5.520 -2.826 0.155
C: 4.696 -1.765 -0.199
P: 2.365 2.110 -1.607
C: 3.584 2.828 -2.791
C: 3.078 3.558 -3.864
C: 3.928 4.079 -4.827
C: 5.295 3.862 -4.736
C: 5.807 3.133 -3.672
C: 4.957 2.615 -2.705
C: 2.397 3.411 -0.315
C: 1.178 4.033 -0.059
C: 1.082 5.005 0.928
C: 2.201 5.341 1.670
C: 3.422 4.728 1.410
C: 3.525 3.774 0.414
H: 3.720 0.309 -1.642
H: 0.711 2.009 1.627
H: 0.845 2.906 3.975
H: 3.082 3.178 4.882
H: 5.052 2.084 3.850
H: 4.761 0.788 1.765
H: 2.646 -1.773 2.484
H: 4.096 -3.651 3.104
H: 5.950 -4.343 1.609
H: 6.337 -3.111 -0.497
H: 4.881 -1.253 -1.136
H: 2.006 3.706 -3.937
H: 3.524 4.648 -5.655
H: 5.958 4.259 -5.494
H: 6.874 2.964 -3.597
H: 5.356 2.046 -1.876
H: 0.298 3.736 -0.620
H: 0.130 5.481 1.128
H: 2.125 6.079 2.458
H: 4.293 4.988 1.998
H: 4.472 3.289 0.214
C: -2.501 1.258 0.646
C: -2.567 2.178 1.451
C: -2.665 3.179 2.459
C: -3.493 4.297 2.297
C: -3.675 5.197 3.333
C: -3.033 5.009 4.549
C: -2.180 3.924 4.709
C: -1.987 3.023 3.677
H: -4.002 4.440 1.352
H: -4.334 6.047 3.201
H: -3.197 5.702 5.364
H: -1.670 3.772 5.652
H: -1.319 2.182 3.806
C: -4.077 -3.963 -1.779
N: -3.018 -4.729 -1.134
C: -3.537 -5.819 -0.316
C: -1.958 -3.980 -0.649
O: -1.988 -2.750 -0.600
N: -0.852 -4.692 -0.277
C: 0.225 -4.002 0.403
C: -0.501 -5.970 -0.851
H: -4.692 -4.653 -2.359
H: -3.634 -3.233 -2.455
H: -4.711 -3.441 -1.060
H: -4.342 -5.456 0.330
H: -2.756 -6.228 0.317
H: -3.928 -6.609 -0.962
H: -0.110 -3.011 0.692
H: 1.097 -3.887 -0.248
H: 0.530 -4.561 1.292
H: -1.263 -6.285 -1.559
H: -0.375 -6.730 -0.074
H: 0.452 -5.881 -1.384

Mulliken population analysis, charges in e, atoms 1 to 5: V -0.745; N 0.058; C -0.265; N -0.986; N -0.503



[4]
Here is 2 unconnected molecules or ions with the total composition C5H14NO2 at a distorted geometry from the Open Molecules 2025 dataset. Energies are from ωB97M-V/def2-TZVPD.

- HOMO level (Eh) = -0.520
- gap between HOMO and LUMO (eV) = 11.01
- charge = +1
- LUMO level (eV) = -3.1413

Cartesian coordinates (Å):
C: 1.104 0.304 -1.491
C: -1.452 -1.049 -1.106
C: 1.856 -1.482 1.740
C: -1.018 2.321 0.349
C: 0.814 -0.518 -0.339
N: -0.261 -1.289 -0.299
O: 1.813 -0.594 0.527
O: -1.067 1.096 0.986
H: 1.991 0.830 -1.330
H: 1.048 -0.326 -2.425
H: 0.305 1.130 -1.487
H: -1.802 -0.016 -0.960
H: -1.350 -1.312 -2.246
H: -2.282 -1.671 -0.762
H: 2.579 -2.275 1.614
H: 0.843 -1.698 2.097
H: 2.356 -0.906 2.523
H: -1.359 2.392 -0.789
H: 0.030 2.622 0.274
H: -1.624 3.084 0.887
H: -1.696 1.007 1.724
H: -0.295 -1.927 0.495

Mulliken population analysis, charges in e, atoms 1 to 5: C -0.945; C -0.834; C -0.703; C -0.669; C 0.900



What are the energy relative to the best compared isomer or geometry (same formula, charge and spin) values for these records? In order: 163.0, 109.1, 91.5, 58.1 kcal/mol.